No. 1
13
Properties=species:S:1:pos:R:3 method="wB97M-V/def2-TZVPD" gap_ev=8.73 e_above_lowest_ev=3.244 total_energy_ev=-9835.964 lumo_energy_ev=0.4
H 0.69939 -2.61587 0.70133
C 0.37868 2.01904 0.18652
H 0.52420 2.96963 0.63407
N -0.80820 0.09187 0.12235
C 0.39659 -1.61628 -0.06968
H -2.09571 1.67492 0.36367
C -1.01129 -1.33367 -0.44493
C 0.50586 -0.28009 0.11899
O -1.94670 -1.75778 -1.22579
H 0.66397 -2.31401 -0.95922
C 1.29410 0.91438 0.09939
C -1.03334 1.41701 0.26455
H 2.43245 0.83083 0.20875



No. 2
17
Properties=species:S:1:pos:R:3 method="wB97M-V/def2-TZVPD" gap_ev=7.60 e_above_lowest_ev=0.855 total_energy_ev=-44389.438 lumo_energy_ev=-1.3
H 3.40790 0.85669 1.09958
H -1.57715 2.19730 0.43570
C 0.06875 1.03833 0.07155
N -1.27465 1.28954 0.09201
H 0.30802 -0.22136 -1.68846
S -3.80527 0.90097 -0.41831
C -2.28373 0.43657 -0.18521
S 1.11902 1.65033 1.29455
S -0.34732 -1.53736 0.40439
O -0.09312 -1.08641 1.73874
H -1.96729 -1.71186 -1.16859
H 2.77466 -0.61997 -0.96402
C 2.09055 0.00553 -0.42089
C 2.44156 0.75658 0.64728
C -1.92885 -1.37158 -0.14288
C 0.71220 0.11688 -0.74965
O 0.35472 -2.70017 -0.04580



No. 3
16
Properties=species:S:1:pos:R:3 method="wB97M-V/def2-TZVPD" gap_ev=7.24 e_above_lowest_ev=8.251 total_energy_ev=-15973.990 lumo_energy_ev=-1.9
O -3.01110 -0.25361 0.07747
H -1.00875 -2.68032 0.10032
O 3.08068 1.52076 0.42828
H 0.94974 1.88494 0.10185
C -0.65166 -1.51174 0.08875
C -0.92344 0.98792 -0.14993
C 0.44866 0.97544 -0.23981
H -3.41532 -1.26509 1.18522
O -1.44916 2.25977 -0.06759
O 3.53541 -0.61789 -0.09875
C -1.59909 -0.29506 -0.00221
N 2.81566 0.29768 -0.06176
H -2.39747 2.17461 -0.68780
H 1.53802 -2.08536 -0.21881
C 0.72622 -1.32513 -0.12963
C 1.36160 -0.06692 -0.32560



No. 4
19
Properties=species:S:1:pos:R:3 method="wB97M-V/def2-TZVPD" total_charge=-2 gap_ev="4.43 / 6.18" s2=2.06 spin_multiplicity=3 total_energy_ev=-39697.805 lumo_energy_ev="5.4 / 4.8"
O 2.72837 2.25792 -1.03053
O 2.75758 1.05560 -3.21631
S 1.96741 1.58294 -2.12776
C -0.59883 -1.29861 0.76665
C -1.62397 -1.08343 1.66938
O 1.56489 -2.86508 -0.43555
N 0.75794 -0.36982 -0.98004
C -0.32174 1.14253 0.64860
H 0.21358 1.89502 0.22446
O 0.23416 -2.40746 -2.52411
H -0.14097 -2.27720 0.66154
H -1.59175 2.32588 1.91088
O 0.77871 2.24643 -2.64710
C -1.23983 1.29633 1.61898
C 0.01429 -0.16573 0.10617
S 1.41328 -1.90047 -1.61422
H -2.16803 -1.96549 1.88201
H -2.74005 0.33544 2.96395
C -2.00505 0.19520 2.12300



No. 5
14
Properties=species:S:1:pos:R:3 method="wB97M-V/def2-TZVPD" smiles="[H]/P=N/P1=C=CC=CC=C=1" gap_ev="7.82 / 7.83" e_above_lowest_ev=3.053 total_energy_ev=-26363.429 lumo_energy_ev="-0.5 / -0.6"
N -0.63837 0.19742 2.48577
P 0.17127 -0.47147 3.58142
C 1.01499 -0.26447 -1.67140
C -0.33679 -0.40853 -1.86656
H 2.69554 0.62960 -0.59049
H -0.71733 -0.86537 -2.78059
C 1.13800 1.06324 0.51167
C 1.63337 0.41012 -0.50728
H -0.83104 -1.18147 4.00837
P -0.44654 1.41952 1.34271
C -1.50655 -0.14957 -0.92615
H -2.40129 -0.32259 -1.44387
H 1.74759 -0.55985 -2.40307
C -1.52286 0.50342 0.25946



No. 6
13
Properties=species:S:1:pos:R:3 method="wB97M-V/def2-TZVPD" gap_ev=6.65 e_above_lowest_ev=3.499 total_energy_ev=-18623.548 lumo_energy_ev=-1.7
C -0.62614 1.08300 1.04566
C 0.60152 -1.52259 -1.20408
C 1.04210 0.61176 -0.70751
H -1.79365 -0.60168 0.26009
H 1.55651 -2.97566 -2.22011
H -0.59226 -1.06818 1.47213
C -0.79725 -0.38226 0.64720
H -0.32924 1.20587 2.08865
N 0.84677 -2.27940 -2.09507
S 0.90981 3.18490 0.12254
H -1.53271 1.66926 0.88938
C 0.47058 1.59611 0.13417
C 0.24395 -0.52113 -0.43305



Repeat the sixth record exactly.
13
Properties=species:S:1:pos:R:3 method="wB97M-V/def2-TZVPD" gap_ev=6.65 e_above_lowest_ev=3.499 total_energy_ev=-18623.548 lumo_energy_ev=-1.7
C -0.62614 1.08300 1.04566
C 0.60152 -1.52259 -1.20408
C 1.04210 0.61176 -0.70751
H -1.79365 -0.60168 0.26009
H 1.55651 -2.97566 -2.22011
H -0.59226 -1.06818 1.47213
C -0.79725 -0.38226 0.64720
H -0.32924 1.20587 2.08865
N 0.84677 -2.27940 -2.09507
S 0.90981 3.18490 0.12254
H -1.53271 1.66926 0.88938
C 0.47058 1.59611 0.13417
C 0.24395 -0.52113 -0.43305